(1)
Molecular formula: C32H27IMoN8O6
Method: DFT, ωB97M-V/def2-TZVPD

**Kohn-Sham gap (spin up / spin down)**: 5.950 / 5.941 eV
**Energy**: -2490.45269 Ha
**Net charge**: +2

Each line ends with the Löwdin charge.
Geometry (Å):
Mo (-0.320, 0.867, -0.371)  1.504
C (1.071, 0.793, -4.566)  0.004
C (1.446, 2.038, -3.825)  -0.241
N (2.316, 2.876, -4.364)  0.160
C (2.644, 4.000, -3.726)  -0.039
C (2.137, 4.378, -2.494)  -0.108
C (2.584, 5.666, -1.837)  -0.178
O (1.489, 6.473, -1.430)  -0.052
C (1.227, 3.501, -1.885)  -0.052
C (0.593, 3.823, -0.617)  0.017
N (-0.017, 2.971, 0.137)  -0.046
C (-0.639, 3.481, 1.326)  -0.315
C (-0.025, 4.446, 2.116)  -0.001
C (-0.667, 4.949, 3.236)  -0.027
C (-1.929, 4.491, 3.589)  -0.035
C (-2.546, 3.507, 2.830)  -0.115
C (-1.889, 3.014, 1.720)  -0.560
I (-2.782, 1.461, 0.606)  1.245
C (0.894, 2.338, -2.578)  -0.203
O (-0.018, 1.493, -2.026)  -0.239
H (1.764, 0.649, -5.390)  0.095
H (0.062, 0.882, -4.974)  0.097
H (1.096, -0.080, -3.911)  0.082
H (3.360, 4.638, -4.232)  0.133
H (3.252, 6.203, -2.511)  0.133
H (3.158, 5.442, -0.935)  0.136
H (1.243, 7.076, -2.139)  0.112
H (0.606, 4.872, -0.332)  0.133
H (0.969, 4.791, 1.860)  0.129
H (-0.174, 5.698, 3.840)  0.126
H (-2.430, 4.883, 4.462)  0.126
H (-3.522, 3.134, 3.109)  0.113
C (-2.608, -1.025, -2.330)  -0.004
C (-1.588, -1.753, -1.532)  -0.315
N (-0.644, -1.218, -0.749)  -0.067
C (0.129, -2.270, -0.271)  -0.075
C (-0.367, -3.427, -0.756)  -0.002
N (-1.442, -3.087, -1.551)  0.017
C (-2.360, -4.039, -2.193)  -0.043
N (-3.486, -4.327, -1.372)  -0.059
N (-4.551, -3.473, -1.374)  0.049
N (-5.388, -3.842, -0.494)  0.092
C (-4.902, -4.969, 0.140)  -0.218
C (-5.459, -5.751, 1.155)  0.005
C (-4.725, -6.831, 1.585)  -0.061
C (-3.469, -7.139, 1.025)  -0.059
C (-2.909, -6.380, 0.020)  -0.016
C (-3.660, -5.285, -0.409)  -0.169
H (-2.539, 0.048, -2.162)  0.028
H (-3.615, -1.375, -2.100)  0.075
H (-2.441, -1.191, -3.396)  0.106
H (0.961, -2.127, 0.393)  0.113
H (-0.066, -4.449, -0.605)  0.136
H (-1.808, -4.952, -2.399)  0.150
H (-2.708, -3.610, -3.130)  0.144
H (-6.429, -5.512, 1.568)  0.123
H (-5.117, -7.470, 2.364)  0.113
H (-2.935, -8.005, 1.391)  0.114
H (-1.953, -6.643, -0.414)  0.106
O (1.788, 0.438, -0.289)  -0.033
C (1.684, 0.305, 0.959)  -0.522
O (0.455, 0.453, 1.396)  -0.173
C (2.783, -0.003, 1.856)  -0.141
C (2.558, -0.093, 3.230)  0.028
C (3.615, -0.385, 4.071)  0.038
C (4.865, -0.577, 3.512)  -0.098
C (5.113, -0.493, 2.153)  0.040
C (4.055, -0.203, 1.313)  0.031
N (6.003, -0.891, 4.418)  -0.342
O (5.741, -1.036, 5.590)  0.113
O (7.096, -0.978, 3.908)  0.114
H (1.565, 0.063, 3.629)  0.130
H (3.492, -0.469, 5.141)  0.133
H (6.114, -0.654, 1.781)  0.133
H (4.202, -0.131, 0.244)  0.132

=====

(2)
Molecular formula: C32H27MoNO8P
Method: DFT, ωB97M-V/def2-TZVPD

**Kohn-Sham gap (spin up / spin down)**: 6.902 / 8.213 eV
**Energy**: -2301.92116 Ha
**Multiplicity**: 4

Each line ends with the Mulliken spin population.
Geometry (Å):
Mo (0.252, 0.886, 0.343)  2.869
O (3.556, 0.497, -2.264)  0.014
C (2.895, 0.768, -1.279)  0.008
O (1.619, 0.537, -1.180)  -0.008
C (3.546, 1.542, -0.114)  -0.012
C (2.822, 2.882, 0.035)  0.017
C (3.611, 3.868, 0.896)  0.002
C (3.396, 3.292, 2.315)  -0.001
C (2.549, 2.059, 2.023)  0.007
O (1.715, 2.534, 0.910)  0.008
C (3.397, 0.975, 1.335)  0.023
C (2.731, -0.402, 1.405)  -0.005
O (3.393, -1.416, 1.453)  0.009
O (1.434, -0.349, 1.441)  0.020
H (4.592, 1.679, -0.380)  0.002
H (2.436, 3.287, -0.895)  -0.010
H (3.191, 4.869, 0.810)  0.000
H (4.657, 3.911, 0.596)  0.000
H (2.857, 3.991, 2.952)  0.000
H (4.325, 3.021, 2.812)  -0.001
H (1.894, 1.709, 2.818)  -0.004
H (4.379, 0.883, 1.798)  0.002
O (-0.322, 0.528, 4.084)  0.002
C (-0.920, 0.481, 3.028)  0.008
O (-0.762, 1.326, 2.053)  0.032
C (-2.035, -0.534, 2.824)  0.016
C (-2.870, -0.735, 3.918)  -0.001
C (-3.976, -1.562, 3.832)  -0.001
C (-4.255, -2.224, 2.646)  0.002
C (-3.416, -2.058, 1.557)  -0.004
C (-2.304, -1.218, 1.631)  -0.021
P (-1.178, -1.138, 0.206)  -0.059
C (-2.281, -1.380, -1.222)  0.021
C (-3.285, -0.434, -1.444)  -0.011
C (-4.160, -0.583, -2.507)  0.001
C (-4.040, -1.675, -3.360)  -0.001
C (-3.047, -2.616, -3.141)  0.000
C (-2.172, -2.474, -2.072)  -0.005
C (-0.162, -2.635, 0.285)  -0.001
C (-0.384, -3.655, 1.203)  -0.001
C (0.463, -4.754, 1.229)  0.001
C (1.526, -4.835, 0.346)  -0.002
C (1.756, -3.814, -0.565)  0.002
C (0.920, -2.712, -0.592)  0.026
H (-2.633, -0.219, 4.839)  0.000
H (-4.622, -1.689, 4.691)  0.000
H (-5.116, -2.875, 2.568)  0.000
H (-3.624, -2.595, 0.641)  0.000
H (-3.376, 0.419, -0.781)  0.001
H (-4.938, 0.151, -2.669)  0.000
H (-4.724, -1.792, -4.190)  0.000
H (-2.954, -3.470, -3.799)  0.000
H (-1.404, -3.217, -1.903)  0.001
H (-1.203, -3.590, 1.907)  0.000
H (0.295, -5.540, 1.953)  0.000
H (2.193, -5.687, 0.380)  0.000
H (2.606, -3.858, -1.232)  0.000
H (1.134, -1.890, -1.267)  -0.005
O (-1.341, 1.994, -0.615)  -0.010
N (-0.632, 2.368, -1.673)  0.013
C (-0.086, 3.601, -1.674)  0.033
C (0.617, 4.047, -2.771)  -0.006
C (0.739, 3.231, -3.887)  0.023
C (0.117, 1.992, -3.878)  -0.003
C (-0.590, 1.588, -2.767)  0.056
H (-0.234, 4.153, -0.757)  -0.004
H (1.060, 5.032, -2.739)  0.000
H (1.304, 3.555, -4.748)  0.002
H (0.172, 1.325, -4.725)  0.000
H (-1.101, 0.639, -2.673)  -0.042